Entry 1:
The following is a quantum chemistry calculation of 8 unconnected molecules or ions with the total composition C26H74N6O8, from OMol25.

Geometry as ORCA input:
```
! RIJCOSX wB97M-V def2-TZVPD def2/J DEFGRID3
* xyz 0 1
H -2.83 2.33 1.75
H -2.80 -2.37 0.91
N -1.68 -4.90 -0.52
H -4.08 -2.13 2.10
H 4.98 2.74 -3.97
H -5.57 -3.50 -0.93
H 3.07 4.01 2.78
C 4.07 2.10 -3.96
H 0.33 -6.31 0.02
H -3.22 1.76 -2.21
C -2.55 0.60 3.83
H 1.95 -1.10 -3.23
H -0.77 3.24 4.70
H 3.59 -0.37 1.44
H 0.36 2.84 -1.50
H -4.16 0.53 -3.07
O -2.60 0.06 5.12
O 3.21 -2.50 -3.93
H 4.06 1.44 -3.08
N -0.96 2.25 4.61
O 0.05 -3.34 2.38
C -3.43 0.69 -2.26
H 2.03 -1.03 -0.30
H 2.51 4.73 0.57
H 1.53 1.97 -5.17
H 0.85 4.15 0.79
H -1.16 1.97 1.88
H -0.85 1.60 -3.22
H -1.73 0.11 3.23
H -1.65 -1.84 4.85
H -0.59 1.97 -4.83
H -1.19 -0.35 -0.11
C 1.53 4.99 0.98
O 2.26 4.61 4.64
O 3.88 -0.59 0.55
H -0.20 4.45 -2.12
C 0.98 -4.39 -3.55
H 4.12 3.77 5.06
H -1.11 1.32 -0.39
H 0.46 -6.15 1.75
C -0.26 -6.22 0.92
C 1.64 2.30 -4.09
H -3.47 0.41 3.30
C 3.08 3.76 5.43
H 3.33 -0.89 -1.44
O 2.92 2.99 -4.03
H -1.15 1.88 5.51
H -0.83 -7.14 1.08
H 0.10 -0.71 -1.96
C 0.55 3.66 -2.23
H -1.73 3.58 2.26
H -2.98 2.67 4.26
H -1.84 -4.94 1.65
H 3.84 -1.26 -5.55
H 1.77 -2.97 -2.05
H 1.61 1.33 -3.55
H -2.57 -4.41 -0.51
H 0.40 -5.06 -2.91
H 4.94 -2.51 -4.87
C 1.52 5.43 2.45
H 1.91 -4.86 -3.85
H 3.15 6.62 2.23
H 0.51 5.65 2.73
H 0.42 -4.27 -4.49
H -5.09 -1.24 -1.95
H 0.61 -3.65 0.36
C -1.97 2.52 2.36
H 1.45 3.39 3.23
O -3.85 0.17 -1.07
C 1.11 -2.98 -2.96
C -4.70 -1.87 0.04
C 2.14 4.25 3.30
C -0.49 0.42 -0.40
H 1.58 4.05 -2.02
H -2.50 0.19 -2.52
C -0.25 -3.65 1.03
H -3.32 -1.79 4.45
C 4.20 -1.74 -4.63
C 1.88 -2.01 -3.84
H -3.43 -1.85 -1.68
N -4.89 -3.29 -0.23
N -0.77 2.35 -3.90
C -1.10 -4.94 0.85
H 2.44 6.84 3.58
H -3.40 -0.68 1.29
H 4.65 -1.04 -3.92
H -0.68 -2.39 -3.49
C 0.44 3.12 -3.66
N -0.18 -2.45 -2.60
H 1.29 -2.33 3.60
C -4.22 -1.22 -1.23
C -2.19 2.08 3.82
H 2.64 0.56 -0.66
H 1.53 -1.90 -4.87
H 0.83 -1.45 2.10
C 1.07 -2.39 2.54
H -1.87 -5.83 -0.85
H 3.05 4.19 6.44
C 2.95 -0.49 -0.52
H 1.96 -2.79 2.07
H 0.52 3.96 -4.33
H 1.13 5.81 0.39
H -2.90 -1.71 6.15
H -5.11 -3.80 0.61
H 4.08 1.44 -4.83
H -0.66 -3.14 -2.02
H 2.72 2.72 5.44
H 0.25 0.56 0.40
O 0.10 0.23 -1.66
H -5.61 -1.33 0.33
N 2.23 6.70 2.60
H -0.92 -2.84 0.71
C -2.59 -1.38 5.16
C -3.66 -1.74 1.14
*
```

## Properties
LUMO level: 0.60 eV
Total energy: -53478.5276 eV
HOMO: -9.00 eV
Structure (SMILES): COC[C@H](C)N.COC[C@H](C)N.COC[C@H](C)N.COC[C@H](C)N.COC[C@H](C)N.COC[C@H](C)N.CO.CO
ΔE to the lowest compared entry with this formula, charge and spin: 209.8 kJ/mol

=====

Entry 2:
The following is a quantum chemistry calculation of 2 unconnected molecules or ions with the total composition C6H13NO, from OMol25.

Geometry as ORCA input:
```
! RIJCOSX wB97M-V def2-TZVPD def2/J DEFGRID3
* xyz 0 1
H -2.98 0.57 -0.23
C 2.94 -0.13 2.26
H -0.84 1.82 -4.04
O -0.90 2.03 -3.10
H -1.63 0.23 0.94
H 0.86 -1.74 3.04
C 1.80 -0.72 1.48
C 0.84 -1.50 1.98
H 3.10 0.91 2.00
C -1.48 0.89 -2.47
H 2.73 -0.21 3.33
H -0.32 -1.64 0.34
C -1.91 0.55 -0.06
C -1.05 0.81 -1.04
H 3.88 -0.67 2.11
H -2.57 0.92 -2.51
H -0.52 -2.91 1.35
H 0.00 0.95 -0.81
H 1.69 -0.44 0.43
N -0.29 -1.94 1.30
H -1.17 -0.05 -2.95
*
```

## Properties
LUMO level: 0.89 eV
Total energy: -9968.6483 eV
HOMO: -8.12 eV
Structure (SMILES): C/C=C/N.C=CCO
ΔE to the lowest compared entry with this formula, charge and spin: 243.7 kJ/mol

=====

Entry 3:
The following is a quantum chemistry calculation of a molecular structure, C61H49P3PtSi, from OMol25.

Geometry as ORCA input:
```
! RIJCOSX wB97M-V def2-TZVPD def2/J DEFGRID3
* xyz 0 1
C 3.58 -0.18 -0.37
C 0.76 -1.57 4.79
C 5.61 0.61 -1.43
H 5.08 -0.76 -4.74
H -2.10 0.34 -3.42
H 0.15 -4.04 3.56
C 3.20 -0.21 -3.88
H -2.40 -1.38 -7.32
H -1.40 -5.94 3.25
H 1.67 -3.24 5.78
C -2.39 -0.51 -5.36
C 1.34 4.49 2.15
C 4.42 0.86 -0.77
P 0.71 0.33 -2.83
C 3.98 2.41 -4.29
C 4.81 1.37 -4.69
C -0.23 -0.21 -4.32
H -1.16 4.55 -4.55
C 2.35 0.07 0.42
C -1.41 0.91 5.02
H 2.93 -1.24 -3.67
C -3.28 -3.49 -4.06
C 0.71 2.97 3.89
C -0.79 1.01 6.27
C -3.51 1.52 6.05
C -1.80 -1.06 -6.48
H 0.02 2.41 -4.69
C -1.53 1.36 7.40
C 4.42 0.06 -4.47
C -0.35 2.75 -3.73
H 1.82 5.41 1.83
H 5.77 1.59 -5.15
C -0.42 -1.19 -6.52
H 4.29 3.44 -4.42
H 0.70 2.70 4.94
C -0.66 2.38 -1.36
H -3.66 -3.99 -4.94
C -2.89 1.62 7.29
H 1.44 -0.85 -5.52
C -1.02 3.96 -3.66
H -0.42 -3.10 -2.31
Pt 0.51 -0.49 -0.40
C -0.60 -2.96 1.87
H -5.94 -0.25 1.69
H 0.79 3.94 0.18
C 2.25 0.05 3.84
C 0.75 3.66 1.22
C -1.52 4.39 -2.44
C -2.78 1.16 4.93
C 3.97 -1.48 -0.68
H -3.05 -4.03 -0.20
C -4.07 -0.82 0.84
C -1.43 -5.10 2.57
C -0.16 1.96 -2.59
H 4.13 1.89 -0.55
H 2.23 -0.74 1.17
H -4.34 -1.87 0.74
H 6.25 1.43 -1.73
H -3.46 1.89 8.17
H -1.04 1.42 8.36
C -1.34 3.61 -1.31
C -1.50 -2.94 0.81
C -4.60 1.41 1.53
P -1.55 -1.48 -0.29
P -0.55 0.48 3.46
C -3.63 -2.04 -2.18
C 3.14 -1.89 4.96
C -3.32 1.83 1.17
C 6.00 -0.70 -1.72
H -4.29 -1.40 -1.60
C 0.13 2.46 1.59
H 3.35 -2.31 -0.36
H -1.28 -4.25 -4.31
H 2.42 0.97 3.30
H -4.57 1.71 5.96
H 3.98 -2.48 5.29
C 0.36 -0.77 -5.45
H -3.01 -5.93 1.37
H -5.30 2.12 1.95
H 5.45 -2.77 -1.56
H -2.05 5.33 -2.37
H 4.34 -0.37 4.04
C -2.40 0.93 0.64
H 0.06 -1.61 -7.40
Si -0.59 1.35 0.24
H -3.47 -0.40 -5.31
H 0.08 -2.12 2.01
H -1.73 3.96 -0.37
C -4.11 -2.69 -3.30
C -2.36 -4.02 0.64
C -2.80 -0.39 0.44
H -0.25 -1.92 4.99
C 2.33 0.82 -3.53
C 1.30 4.16 3.50
H 0.26 0.80 6.37
C 2.75 2.13 -3.71
C -2.30 -2.20 -1.79
H -3.04 2.86 1.35
C 0.95 -0.37 4.10
C 5.16 -1.74 -1.35
C -4.96 0.08 1.38
H -5.15 -2.55 -3.59
C -0.56 -4.04 2.75
H 6.93 -0.89 -2.22
H 1.75 4.81 4.24
C 1.84 -2.32 5.23
C 0.14 2.11 2.95
C 3.34 -0.71 4.26
C -2.34 -5.09 1.52
C -1.95 -3.64 -3.70
C -1.62 -0.10 -4.28
H 2.12 2.96 -3.40
C -1.46 -3.00 -2.58
H -3.27 1.06 3.97
H 2.40 1.00 0.99
*
```

## Properties
LUMO level: 0.15 eV
Total energy: -103046.0635 eV
HOMO: -6.50 eV
ΔE to the lowest compared entry with this formula, charge and spin: 32.8 kJ/mol

=====

| no. | strongest force on any atom (eV/A) |
| --- | --- |
| 1 | 2.550 |
| 2 | 0.727 |
| 3 | 0.757 |